Density functional theory data (ωB97M-V/def2-TZVPD) for C29H38CoI2N6OTe as an isolated structure.

For the LUMO energy (alpha / beta), the calculation gives -6.3 / -7.9 eV. The orbital gap (alpha / beta) is 7.32 / 5.89 eV. As for the total charge: +2. The strongest force on any atom is 1.7 eV/A. As for the multiplicity: 2. As for the energy: -3777.240558 Eh.

CARTESIAN COORDINATES (ANGSTROEM)
1 C -3.31 2.74 -2.01
2 H -1.98 -1.42 4.20
3 C -1.07 2.24 -9.51
4 C 0.47 -2.27 1.67
5 O -2.32 -2.48 0.28
6 C -0.30 2.44 -7.12
7 C -3.39 -3.86 -1.87
8 H -0.75 1.49 -10.22
9 H -0.76 3.65 -0.01
10 N -1.02 -1.24 -1.19
11 C -1.31 3.12 -0.78
12 C -2.72 1.73 -2.76
13 H 1.13 -3.81 2.85
14 H 0.89 1.39 -0.15
15 N 1.38 -3.15 2.13
16 H -4.62 1.15 -3.56
17 H 1.83 -1.28 0.65
18 C -1.26 -3.55 -2.95
19 N -3.03 -1.85 2.39
20 I 4.75 1.24 -3.15
21 C -2.63 3.46 -1.03
22 C -3.31 4.57 -0.28
23 C -1.61 -4.49 -3.91
24 N 0.84 -1.29 0.85
25 Co -0.27 -0.12 0.05
26 C -1.93 -1.70 1.54
27 H 0.16 3.38 -7.38
28 H -3.19 -1.29 -6.29
29 H -4.70 -5.27 -2.79
30 H -4.08 -3.62 -1.07
31 H -2.11 2.49 -9.75
32 H -5.12 -1.89 2.20
33 H 1.04 3.66 -5.29
34 H -3.38 -0.09 -3.74
35 H -1.90 -1.75 -5.20
36 H -2.64 5.06 0.42
37 C 0.78 1.85 -1.15
38 C -2.15 -3.22 -1.94
39 C -2.10 -1.36 -6.20
40 H -1.04 -3.32 2.48
41 C -0.97 1.72 -8.10
42 C -3.74 -4.78 -2.84
43 H -2.13 0.33 1.63
44 C -0.67 2.11 -1.50
45 C -3.56 0.99 -3.77
46 N -0.80 -2.42 2.09
47 H 2.35 -3.05 1.92
48 H -0.90 -4.76 -4.68
49 H -3.13 -5.83 -4.61
50 I 3.36 -0.90 -2.46
51 H -2.07 -0.07 -8.52
52 H -0.25 -3.14 -2.94
53 C -0.18 1.98 -5.81
54 C -0.78 0.74 -5.52
55 C -2.84 -1.99 3.83
56 C -1.78 -2.23 -0.89
57 C -1.54 0.50 -7.76
58 H 1.38 2.24 -4.32
59 C -1.37 1.44 -2.51
60 H -2.74 -3.03 4.15
61 N -1.57 -0.39 1.19
62 H -3.36 1.33 -4.78
63 H -0.47 3.14 -9.65
64 H -3.72 -1.59 4.32
65 C -4.28 -1.24 1.95
66 H -4.17 4.19 0.28
67 Te -0.44 -0.06 -3.64
68 H 1.33 1.25 -1.88
69 C -2.85 -5.09 -3.86
70 C -1.45 -0.02 -6.47
71 C 0.57 2.81 -4.80
72 H -1.76 -2.10 -6.91
73 H -3.69 5.33 -0.97
74 H 1.33 2.78 -1.01
75 H -4.46 -0.27 2.43
76 H -4.28 -1.09 0.88
77 H -0.09 3.19 -4.02
78 H -4.35 2.98 -2.21

Density functional theory data (ωB97M-V/def2-TZVPD) for C29H38N6O2PSYb as an isolated structure.

For the LUMO energy (alpha / beta), the calculation gives -5.6 / -5.6 eV. The orbital gap (alpha / beta) is 6.47 / 6.45 eV. As for the total charge: +2. The strongest force on any atom is 2.4 eV/A. As for the multiplicity: 2. As for the energy: -3504.697745 Eh.

CARTESIAN COORDINATES (ANGSTROEM)
1 C -1.09 0.94 4.55
2 H -2.84 1.16 1.65
3 C 0.75 1.27 -3.68
4 H -1.09 -5.61 -0.46
5 C -1.34 0.94 3.18
6 C 7.47 3.86 2.75
7 C -2.64 1.13 2.72
8 H -1.15 1.21 -2.68
9 N 0.95 -5.23 -0.14
10 H -0.12 -5.51 -1.93
11 C 1.72 -2.97 -0.74
12 H 0.43 0.60 -4.47
13 P -0.94 2.71 -0.27
14 H -1.94 4.39 -1.70
15 C 6.33 3.93 3.54
16 C 1.91 1.08 1.82
17 N 4.02 1.78 1.61
18 H 6.34 4.53 4.45
19 H -2.89 2.88 -1.73
20 C 2.08 -4.47 -0.80
21 C 2.40 2.71 -2.70
22 H 3.38 3.17 -2.73
23 C 0.30 -3.25 1.17
24 C 0.74 -4.73 1.26
25 H 1.80 -2.53 -1.73
26 C -3.43 1.34 4.98
27 H -0.72 -3.13 1.53
28 C -0.23 4.02 0.77
29 H 4.28 3.31 3.80
30 S 2.03 0.10 0.34
31 C -0.30 -5.06 -0.96
32 H 0.95 -2.62 1.78
33 N -0.30 0.73 2.23
34 H -0.08 0.79 4.90
35 H 8.37 4.38 3.04
36 N 0.36 -2.77 -0.22
37 Yb -0.54 -0.02 0.11
38 C -4.26 -1.08 -0.30
39 O -2.16 -0.30 -1.20
40 C 6.30 2.42 1.22
41 H -4.68 1.50 3.25
42 C -0.14 1.59 -2.65
43 H -4.65 -1.22 0.71
44 C 2.02 1.83 -3.69
45 H 0.06 4.87 0.15
46 H 1.19 -6.22 -0.11
47 H 6.28 1.82 0.32
48 H 4.05 1.27 0.73
49 H -1.60 -3.34 -0.68
50 H 2.41 -2.44 -0.09
51 H -4.50 -1.96 -0.89
52 H 8.33 3.04 0.96
53 O -2.09 -1.36 0.71
54 H -3.00 3.97 -0.34
55 H -4.71 -0.22 -0.78
56 C -2.33 3.57 -1.10
57 H 2.99 -4.71 -0.25
58 C -2.78 -0.92 -0.26
59 C 1.52 3.03 -1.66
60 H -1.94 1.14 6.51
61 H -0.53 -3.19 -2.07
62 H -0.01 -5.36 1.73
63 H -0.99 4.34 1.48
64 C -2.13 1.14 5.44
65 C 7.45 3.10 1.59
66 H 1.68 -4.85 1.79
67 H 2.70 1.59 -4.50
68 C 5.18 3.26 3.19
69 H 0.63 3.66 1.34
70 C 5.17 2.50 2.03
71 N 0.82 1.21 2.61
72 C -0.59 -3.54 -1.04
73 C 0.25 2.47 -1.63
74 H -4.24 1.50 5.68
75 N 2.95 1.76 2.29
76 C -3.68 1.33 3.61
77 H 1.85 3.71 -0.88
78 H 2.17 -4.85 -1.81

Density functional theory data (ωB97M-V/def2-TZVPD) for C29H39BrCl2LaN4Si as an isolated structure.

For the LUMO energy, the calculation gives -2.3 eV. The orbital gap is 7.84 eV. The energy relative to the best compared isomer or geometry (same formula, charge and spin) comes out at 0.0 kJ/mol. As for the total charge: +1. The strongest force on any atom is 0.5 eV/A. As for the energy: -5162.789753 Eh.

CARTESIAN COORDINATES (ANGSTROEM)
1 C -1.41 -0.20 -1.99
2 H -2.15 2.09 1.87
3 H -0.24 -0.24 -4.59
4 C 0.10 1.89 -4.64
5 H -4.00 -5.89 -1.18
6 H -2.56 1.35 0.48
7 C -1.07 2.31 -3.75
8 H -1.59 -0.51 -3.02
9 H -1.95 1.69 -3.98
10 H 0.35 -1.79 5.36
11 H -0.80 4.35 1.56
12 Cl 3.21 1.99 -0.60
13 H 0.00 6.50 2.37
14 C -4.04 -4.81 -1.18
15 C 0.72 -1.09 6.10
16 H 4.11 0.16 -1.80
17 La 0.52 1.01 0.74
18 C 2.07 1.03 6.24
19 H -6.25 -2.26 -1.39
20 C 1.05 3.26 1.85
21 H -2.11 2.93 0.48
22 C -0.70 2.14 -2.28
23 N -0.28 0.77 -1.91
24 C 0.86 -3.47 -0.26
25 N 1.51 -0.06 5.44
26 C 1.96 5.77 2.81
27 C 2.36 3.46 2.33
28 Cl 2.77 -0.91 -0.20
29 H 2.42 -4.86 0.20
30 H -0.14 -2.65 -3.38
31 H -0.77 -1.78 1.59
32 H -2.10 -0.71 1.26
33 Br 2.58 7.44 3.45
34 H 1.34 -1.62 6.82
35 C -5.26 -4.16 -1.29
36 C 3.90 0.35 -0.76
37 C -2.89 -2.68 -1.05
38 H -0.13 -0.64 6.62
39 H 1.65 -4.21 -3.95
40 H -2.33 0.34 -1.72
41 C 0.42 -3.11 -2.58
42 H 1.43 0.19 -4.84
43 H 2.57 1.74 5.59
44 H 2.95 -5.32 -2.17
45 H 2.78 0.62 6.96
46 C 0.83 0.35 -2.80
47 H 3.07 2.64 2.36
48 H 3.84 4.80 3.16
49 C 0.24 4.40 1.89
50 H 0.13 2.82 -2.05
51 H 0.94 2.57 -4.47
52 H -6.18 -4.73 -1.39
53 H 4.79 0.31 -0.14
54 C 2.82 4.68 2.80
55 C -5.31 -2.77 -1.29
56 H 0.64 -3.28 0.78
57 H 1.27 1.55 6.78
58 C -2.87 -4.07 -1.06
59 H 1.68 1.01 -2.58
60 H -1.93 -4.60 -0.98
61 C 2.17 -4.62 -1.91
62 N 1.52 0.12 2.99
63 C -4.13 -2.05 -1.17
64 Si -1.32 -1.68 -0.79
65 N -1.91 2.02 0.89
66 C 1.44 -4.00 -2.92
67 H -1.54 2.43 -1.65
68 C 1.51 0.04 4.14
69 C 0.66 5.64 2.36
70 H 1.11 -0.66 -2.53
71 H -1.36 3.34 -3.94
72 C -1.10 -1.00 0.90
73 H -4.20 -0.96 -1.17
74 H -0.17 1.97 -5.69
75 C 0.53 0.47 -4.29
76 C 1.87 -4.36 -0.58
77 C 0.12 -2.81 -1.25

Density functional theory data (ωB97M-V/def2-TZVPD) for C29H39Cl3N3O2PPd as an isolated structure.

For the LUMO energy, the calculation gives 4.5 eV. The orbital gap is 5.48 eV. The energy relative to the best compared isomer or geometry (same formula, charge and spin) comes out at 81.8 kJ/mol. As for the total charge: -2. The strongest force on any atom is 0.3 eV/A. As for the energy: -3293.096088 Eh.

CARTESIAN COORDINATES (ANGSTROEM)
1 C 0.97 -3.52 -0.15
2 H -3.09 -2.54 4.35
3 H 4.45 -2.17 -1.91
4 C -5.38 -1.13 3.93
5 C -2.99 -1.83 3.53
6 N -0.49 -0.89 0.99
7 N -0.30 2.13 -1.91
8 H -2.06 1.88 0.74
9 H 0.28 -2.16 3.36
10 H 2.75 -0.79 -3.20
11 C 4.48 -1.08 -2.00
12 H 5.11 -0.84 -2.86
13 H -3.51 1.28 -0.08
14 H 3.93 1.37 -2.98
15 C -0.66 -2.70 3.20
16 H 5.36 0.85 1.94
17 H -1.89 0.62 -0.44
18 C 3.23 0.67 2.19
19 C 0.66 -0.36 1.36
20 Pd -0.28 -0.38 -2.12
21 H 1.02 -3.31 -2.94
22 H 1.73 3.43 1.25
23 H -1.73 2.60 -3.97
24 Cl -5.00 -0.27 -2.27
25 H 0.00 0.48 3.25
26 C 0.71 3.79 1.17
27 C 1.99 -2.86 -1.07
28 C -4.08 -1.04 3.18
29 N 0.34 2.27 -0.74
30 H -4.75 0.48 1.82
31 H 2.09 -4.61 -2.35
32 H 2.98 -2.95 -0.61
33 H -2.83 3.61 -3.05
34 C -1.78 3.48 -3.32
35 H 1.15 -4.60 -0.10
36 C 2.09 0.82 2.99
37 H -6.18 -0.62 3.39
38 C -3.85 -0.76 -3.54
39 H 2.77 -3.15 -3.10
40 Cl -2.47 -1.58 -2.75
41 H 3.41 1.48 -1.29
42 C 0.13 3.47 -0.17
43 H 2.20 1.47 -2.58
44 O -2.22 0.48 -4.79
45 C -0.68 4.16 -1.03
46 C -2.55 0.98 0.35
47 C -3.91 -0.15 2.13
48 C -1.78 -1.77 2.85
49 H -0.04 -3.35 -0.51
50 H 4.99 -0.69 -1.12
51 H -1.47 4.37 -3.88
52 C 1.98 -3.52 -2.44
53 O -4.35 1.25 -4.72
54 H -0.49 -3.41 2.39
55 C 4.57 1.19 2.62
56 C -1.62 -0.87 1.78
57 H 2.17 1.33 3.95
58 C -2.71 -0.04 1.44
59 C 3.16 1.05 -2.26
60 H -5.70 -2.17 4.07
61 H -1.06 5.17 -0.90
62 H -0.89 -3.26 4.11
63 C 1.83 -0.44 0.50
64 H -5.32 -0.68 4.93
65 H 3.91 -0.06 0.32
66 Cl -4.67 -1.95 -4.60
67 C -0.93 3.28 -2.11
68 H 0.81 1.46 -0.36
69 P 1.58 -1.05 -1.22
70 C 3.09 -0.47 -2.21
71 H 4.62 2.29 2.64
72 H 0.69 4.87 1.35
73 H 0.13 3.31 1.97
74 C -3.41 0.49 -4.46
75 H 4.85 0.85 3.63
76 C 0.86 0.35 2.60
77 H 1.03 -3.11 0.86
78 C 3.05 0.04 0.96